Entry 1:
A single C7H13BrO molecule at a distorted geometry, computed with wB97M-V/def2-TZVPD.

```
! RIJCOSX wB97M-V def2-TZVPD def2/J DEFGRID3
* xyz 0 1
C -2.404 -1.574 -0.065
C -1.227 -0.664 -0.424
C -0.755 -0.671 -1.837
C -0.628 -0.007 0.557
Br -1.183 -0.058 2.310
C 1.021 0.740 0.347
C 1.413 1.521 1.737
C 1.936 -0.199 -0.226
O 0.688 1.781 -0.579
H -2.334 -2.009 0.900
H -2.506 -2.299 -0.717
H -3.302 -0.956 0.104
H 0.216 -1.133 -1.931
H -1.405 -1.231 -2.557
H -0.731 0.342 -2.266
H 2.220 2.188 1.510
H 0.577 2.078 1.902
H 1.650 0.896 2.575
H 1.801 -1.198 0.079
H 2.986 0.310 0.066
H 1.839 -0.320 -1.257
H 0.126 2.463 -0.230
*
```

Its total energy is -79557.1446 eV. Its HOMO-LUMO gap is 9.3 eV. The value obtained for the strongest force on any atom is 7.2 eV/Å. The LUMO energy is 0.77 eV. The calculation puts the HOMO energy at -0.314 Ha. As for the structure (SMILES): CC(C)=C(Br)C(C)(C)O.

=====

Entry 2:
A molecular structure, C8H10F3MgNO3S at a distorted geometry, computed with wB97M-V/def2-TZVPD.

```
! RIJCOSX wB97M-V def2-TZVPD def2/J DEFGRID3
* xyz -2 1
C 0.698 -1.163 -2.415
C -0.639 -1.527 -2.048
C -0.577 -2.226 -0.795
C 0.797 -2.294 -0.397
C 1.583 -1.653 -1.405
Mg 0.145 -0.115 -0.377
N 1.188 1.409 -1.065
C 0.081 2.301 -1.337
C -1.224 1.574 -1.329
H -1.409 -2.744 -0.318
H -1.528 -1.375 -2.656
H 1.189 -2.865 0.446
H 2.673 -1.636 -1.455
H 0.991 -0.674 -3.344
H -1.612 1.297 -2.310
H 0.025 3.086 -0.540
H 1.926 1.923 -0.582
H -1.951 1.941 -0.606
H 0.194 2.799 -2.332
F 0.302 -0.013 4.844
C -0.608 -0.154 3.849
F -0.790 -1.472 3.606
F -1.781 0.387 4.253
S 0.010 0.713 2.324
O 0.146 2.081 2.748
O 1.222 -0.023 1.924
O -1.053 0.422 1.316
*
```

Its total energy is -40522.0256 eV. Its HOMO-LUMO gap is 3.5 eV. The value obtained for the strongest force on any atom is 2.5 eV/Å. The LUMO energy is 5.37 eV. The calculation puts the HOMO energy at 0.067 Ha.

=====

Entry 3:
4 unconnected molecules or ions with the total composition H8O4 at a distorted geometry, computed with wB97M-V/def2-TZVPD.

```
! RIJCOSX wB97M-V def2-TZVPD def2/J DEFGRID3
* xyz 0 1
O 23.327 -1.985 -3.814
H 23.175 -1.775 -2.899
H 22.448 -2.226 -4.121
O 21.997 1.444 -7.614
H 22.595 1.124 -6.950
H 21.943 2.336 -7.405
O 21.958 1.914 -3.073
H 21.354 1.138 -3.096
H 22.514 1.852 -2.359
O 23.308 0.832 -5.274
H 23.627 0.054 -4.844
H 22.893 1.296 -4.593
*
```

Its total energy is -8319.6743 eV. Its HOMO-LUMO gap is 10.5 eV. The value obtained for the strongest force on any atom is 4.1 eV/Å. The LUMO energy is -0.01 eV. The calculation puts the HOMO energy at -0.385 Ha. As for the structure (SMILES): O.O.O.O.

=====

Entry 4:
3 unconnected molecules or ions with the total composition C4H14O2 at a distorted geometry, computed with wB97M-V/def2-TZVPD.

```
! RIJCOSX wB97M-V def2-TZVPD def2/J DEFGRID3
* xyz 0 1
C 1.518 1.915 -0.351
C 0.306 1.056 -0.156
C 0.052 0.663 1.319
C -1.447 0.350 1.619
H 1.446 2.603 -1.214
H 1.650 2.678 0.435
H 2.490 1.451 -0.549
H -0.590 1.626 -0.386
H 0.265 0.135 -0.766
H 0.704 -0.085 1.782
H 0.238 1.614 1.837
H -1.781 -0.544 1.098
H -1.486 0.275 2.708
H -2.045 1.195 1.275
O -1.466 -2.745 -2.106
H -2.111 -2.325 -2.685
H -1.381 -2.156 -1.346
O 1.211 -2.542 -0.446
H 0.488 -2.790 -1.034
H 1.940 -2.373 -1.034
*
```

Its total energy is -8469.7381 eV. Its HOMO-LUMO gap is 11.6 eV. The value obtained for the strongest force on any atom is 2.2 eV/Å. The LUMO energy is 0.63 eV. The calculation puts the HOMO energy at -0.404 Ha. As for the structure (SMILES): CCCC.O.O.

=====

Entry 5:
A molecular structure, BCuH14O5 at a distorted geometry, computed with wB97M-V/def2-TZVPD.

```
! RIJCOSX wB97M-V def2-TZVPD def2/J DEFGRID3
* xyz 1 2
Cu -0.056 0.052 -0.006
B -1.320 -0.381 1.821
H -0.483 -1.008 1.554
H -2.135 -0.548 1.134
H -1.636 -0.676 2.810
H -1.040 0.660 1.858
O 1.366 0.094 -1.817
H 2.114 0.680 -1.924
H 1.271 -0.333 -2.668
O 1.229 1.869 0.962
H 2.144 1.699 1.186
H 1.148 2.822 0.991
O 1.674 -1.500 0.481
H 1.869 -2.168 1.138
H 2.484 -1.413 -0.021
O -1.138 -1.501 -1.254
H -1.096 -2.379 -0.877
H -1.822 -1.558 -1.921
O -1.352 1.602 -0.914
H -0.930 2.210 -1.522
H -2.288 1.776 -1.012
*
```

Its total energy is -55770.9325 eV. As for the expectation value of S²: 0.7526. Its HOMO-LUMO gap (spin up / spin down) is 9.9 / 6.9 eV. The value obtained for the strongest force on any atom is 4.7 eV/Å. The LUMO energy (spin up / spin down) is -3.65 / -6.54 eV. The calculation puts the HOMO energy (spin up / spin down) at -0.496 / -0.493 Ha.

=====

Entry 6:
A single C2H3O2P molecule at a distorted geometry, computed with wB97M-V/def2-TZVPD.

```
! RIJCOSX wB97M-V def2-TZVPD def2/J DEFGRID3
* xyz 0 1
H -1.149 1.752 1.009
P -0.818 2.224 -0.367
C -0.109 0.695 -0.693
O -0.327 -0.155 0.346
C 0.403 -1.233 0.369
O 1.273 -1.587 -0.364
H 0.580 0.242 -1.514
H 0.149 -1.937 1.213
*
```

Its total energy is -15504.1609 eV. Its HOMO-LUMO gap is 9.1 eV. The value obtained for the strongest force on any atom is 4.1 eV/Å. The LUMO energy is -0.26 eV. The calculation puts the HOMO energy at -0.345 Ha. As for the structure (SMILES): [H]/P=C\OC=O.

=====

Entry 7:
2 unconnected molecules or ions with the total composition C4H12, computed with wB97M-V/def2-TZVPD.

```
! RIJCOSX wB97M-V def2-TZVPD def2/J DEFGRID3
* xyz 0 1
C -2.018 -1.247 1.026
C -0.527 -0.932 0.900
H -2.627 -0.475 0.562
H -2.131 -2.210 0.518
H -2.394 -1.342 2.039
H 0.064 -1.589 1.534
H -0.274 -1.139 -0.140
H -0.216 0.080 1.130
C 1.255 1.617 -0.355
C 1.286 0.607 -1.511
H 1.575 2.587 -0.742
H 0.240 1.604 0.028
H 1.936 1.419 0.470
H 0.325 0.392 -1.990
H 1.581 -0.385 -1.175
H 1.925 1.013 -2.295
*
```

Its total energy is -4342.1513 eV. Its HOMO-LUMO gap is 12.7 eV. The value obtained for the strongest force on any atom is 0.8 eV/Å. The LUMO energy is 1.18 eV. The calculation puts the HOMO energy at -0.423 Ha. As for the structure (SMILES): CC.CC.

=====

Entry 8:
14 unconnected molecules or ions with the total composition C6H43N2O13 at a distorted geometry, computed with wB97M-V/def2-TZVPD.

```
! RIJCOSX wB97M-V def2-TZVPD def2/J DEFGRID3
* xyz 1 1
C 1.395 -1.871 0.052
N 0.257 -1.181 0.609
C -0.060 -1.591 1.961
C -1.414 -0.946 2.353
C -1.931 -1.284 3.749
C 2.678 -0.965 0.180
N 2.405 0.410 -0.297
C 3.470 0.925 -1.219
H 1.598 -2.855 0.487
H 1.371 -2.131 -1.032
H -0.537 -1.103 -0.016
H -0.261 -2.671 2.038
H 0.715 -1.256 2.652
H -2.203 -1.188 1.631
H -1.226 0.103 2.165
H -1.376 -0.737 4.490
H -2.994 -1.036 3.846
H -2.018 -2.365 3.908
H 2.876 -0.920 1.265
H 3.540 -1.423 -0.298
H 1.475 0.395 -0.754
H 2.329 1.054 0.504
H 3.911 0.078 -1.718
H 4.187 1.547 -0.711
H 2.953 1.553 -1.942
H 1.654 -1.723 4.884
H 0.809 -0.424 5.209
O 1.628 -0.897 5.378
H -1.026 4.778 -0.682
H -0.582 5.503 -1.979
O -1.071 4.746 -1.644
H -2.041 1.818 -0.357
H -2.476 1.614 1.226
O -1.792 1.535 0.561
H 2.107 2.015 2.313
H 3.267 1.215 2.684
O 3.037 1.943 2.040
H -0.816 1.139 -2.107
H 0.242 0.299 -2.857
O 0.136 1.072 -2.277
H 4.360 -0.524 3.803
H 2.808 -0.429 4.161
O 3.491 -0.287 3.469
H -1.290 -1.887 -2.599
H -2.589 -1.792 -1.827
O -1.667 -1.467 -1.807
H 2.399 -0.696 -3.985
H 1.084 -1.590 -3.905
O 1.660 -0.965 -3.436
H -4.828 -2.197 -2.658
H -4.316 -2.984 -1.404
O -4.438 -2.107 -1.784
H -0.089 3.224 2.762
H -0.541 2.358 1.460
O 0.186 2.681 2.023
H -3.857 1.089 -4.216
H -3.584 0.248 -2.946
O -4.110 0.981 -3.293
H -0.537 -2.856 -4.507
H -0.925 -1.389 -5.079
O -0.765 -1.942 -4.310
H -2.912 2.057 -2.350
H -1.716 3.108 -1.921
O -2.041 2.190 -1.944
*
```

Its total energy is -36513.2755 eV. Its HOMO-LUMO gap is 8.6 eV. The value obtained for the strongest force on any atom is 2.6 eV/Å. The LUMO energy is -2.51 eV. The calculation puts the HOMO energy at -0.407 Ha.

=====

Entry 9:
2 unconnected molecules or ions with the total composition C2H2ClO3 at a distorted geometry, computed with wB97M-V/def2-TZVPD.

```
! RIJCOSX wB97M-V def2-TZVPD def2/J DEFGRID3
* xyz -1 1
C -0.492 -1.037 0.056
C -0.250 0.624 -0.432
O 0.485 -1.641 0.520
O -1.586 -1.448 -0.310
O 1.383 0.881 0.703
Cl -1.292 1.840 -0.007
H 0.235 0.826 -1.409
H 1.516 -0.046 0.879
*
```

Its total energy is -20770.8200 eV. Its HOMO-LUMO gap is 8.4 eV. The value obtained for the strongest force on any atom is 6.0 eV/Å. The LUMO energy is 3.61 eV. The calculation puts the HOMO energy at -0.175 Ha.

=====

strongest force on any atom of number 7 (C4H12)? 0.8 eV/Å